Record 1
81
Properties=species:S:1:pos:R:3:forces:R:3:lowdin_spin:R:1 method="wB97M-V/def2-TZVPD" s2=0.78 de_lowest_kcal_mol=42.2 total_charge=0 orbital_gap_ev="3.7 / 4.2" spin_multiplicity=2 e_homo_ev="-5.065 / -5.610" total_energy_ha=-5151.44654
Ti 1.475882 0.353153 -2.066024 1.7 -0.8 1.4 0.024
C -5.200676 2.857693 0.166389 0.2 0.1 0.0 0.004
C -3.910276 3.605322 0.500260 -0.1 -0.1 0.1 0.004
N -2.740229 2.801303 0.196005 0.0 0.0 -0.1 0.074
C -1.944937 3.147506 -0.872869 0.1 0.1 -0.1 0.133
C -1.004894 2.313650 -1.370112 0.2 -0.3 0.0 0.014
C 0.022727 2.836919 -2.338637 -0.8 0.5 0.1 -0.003
O -0.162949 3.865906 -2.944757 0.2 -0.1 0.0 -0.002
O 1.118472 2.117304 -2.385440 -0.2 1.2 0.0 -0.003
C -0.891296 0.996581 -0.824761 -0.5 0.6 0.2 0.208
O -0.145222 0.074330 -1.390161 -3.0 -0.2 0.6 0.071
C -1.485768 0.756077 0.429878 0.3 -0.3 -0.2 0.022
C -1.116394 -0.370194 1.192587 -0.1 -0.1 0.0 0.143
C -1.630646 -0.529873 2.456034 0.0 0.0 0.0 0.012
F -1.206286 -1.602535 3.177709 0.0 0.0 0.1 -0.010
C -2.548906 0.352969 3.004143 0.0 -0.1 0.0 0.141
C -2.942836 1.466284 2.223307 -0.1 0.0 0.0 0.045
C -2.412317 1.689973 0.967609 0.0 0.0 0.2 0.024
N -3.147717 0.230414 4.306187 0.1 0.0 0.1 0.025
C -2.866746 1.317484 5.245026 0.1 -0.1 0.0 0.009
C -4.106792 1.463793 6.169094 0.3 0.3 0.0 0.001
N -4.911573 0.231181 5.945756 0.1 0.0 -0.1 0.004
C -4.061034 -0.964640 6.206292 0.3 -0.3 -0.1 0.001
C -3.066931 -1.043791 5.012084 -0.1 0.1 -0.1 0.003
H -6.074644 3.469307 0.393473 0.0 0.0 0.0 0.000
H -5.258572 1.926724 0.730545 -0.1 0.0 0.0 0.001
H -5.208894 2.614928 -0.896099 -0.1 0.0 0.0 0.000
H -3.891970 3.905788 1.552070 0.0 0.1 0.0 0.002
H -3.848952 4.513277 -0.096240 0.1 0.0 0.0 0.000
H -2.072534 4.141438 -1.279652 0.0 0.0 0.0 0.009
H -0.378244 -1.061213 0.804133 0.0 0.0 0.0 0.008
H -3.667991 2.149109 2.647179 0.0 0.0 -0.1 0.004
H -2.685182 2.237019 4.698288 -0.1 0.0 0.0 0.001
H -1.967910 1.110924 5.839257 0.0 0.0 0.0 0.001
H -4.716391 2.325710 5.903974 -0.1 -0.1 0.0 0.000
H -3.830561 1.533333 7.218499 -0.1 -0.1 0.0 0.000
H -4.993736 0.226231 4.904604 -0.3 0.0 0.1 0.001
H -5.803787 0.228446 6.429085 0.0 0.0 0.0 0.000
H -4.679095 -1.856049 6.274912 -0.1 0.1 0.0 0.000
H -3.549180 -0.824623 7.156054 -0.1 0.1 0.0 0.000
H -3.353565 -1.841709 4.332217 0.0 0.0 0.0 0.000
H -2.063012 -1.263135 5.382525 0.0 0.0 0.1 0.000
C 3.811214 -3.109930 0.111020 -0.1 0.1 0.0 0.000
C 3.046339 -1.848771 -0.212830 0.1 0.0 0.0 0.002
S 1.799218 -2.019014 -1.427955 -0.2 -0.2 0.1 0.004
C 3.244854 -0.698417 0.452648 0.1 -0.1 0.0 0.001
C 4.291044 -0.563628 1.535506 -0.1 0.0 -0.1 0.000
S 2.274740 0.741908 0.164358 0.0 -0.1 -0.5 0.010
H 3.805546 -3.772475 -0.752148 0.1 0.0 0.0 0.000
H 3.325721 -3.635669 0.939879 0.1 0.0 0.0 0.000
H 4.842570 -2.903150 0.400724 0.0 0.0 0.0 0.000
H 5.271727 -0.880862 1.173796 0.0 0.0 0.1 0.000
H 4.034530 -1.175247 2.405661 0.1 0.0 0.0 0.000
H 4.363139 0.475646 1.850491 0.1 0.0 0.0 0.000
O 3.172482 0.123647 -5.638984 0.1 0.3 0.0 0.000
S 3.325227 -0.624966 -4.427235 0.0 -0.7 -0.6 0.000
O 2.504625 -1.803561 -4.312882 0.2 -0.1 -0.1 0.000
N 3.169929 0.330377 -3.076753 1.9 -0.3 -1.4 0.003
C 4.411412 0.801364 -2.706611 0.0 0.9 0.5 0.001
S 4.703479 2.068067 -1.702307 -0.1 -0.3 -0.3 0.000
C 5.511145 0.043040 -3.342767 0.2 -0.3 -0.2 0.000
C 6.871291 0.227061 -3.143198 -0.1 -0.1 0.0 0.000
C 7.752056 -0.606752 -3.815239 0.0 0.1 0.1 0.000
C 7.285802 -1.608334 -4.661150 0.0 -0.1 0.0 0.000
C 5.926536 -1.768841 -4.891687 -0.2 -0.1 -0.2 0.000
C 5.063003 -0.926262 -4.225364 -0.2 0.5 0.4 0.000
H 7.199654 1.006885 -2.470273 0.1 0.0 0.0 0.000
H 8.817863 -0.469072 -3.685195 0.0 -0.1 0.0 0.000
H 7.993297 -2.264844 -5.150829 0.0 0.0 0.0 0.000
H 5.552497 -2.526483 -5.567847 0.0 0.0 0.0 0.000
S -0.027540 0.411622 -4.566184 0.0 -0.1 0.2 0.004
C -0.916095 -0.886486 -4.036451 -0.4 -0.3 -0.4 0.000
N -0.484030 -2.135167 -3.886502 0.3 0.1 0.3 0.000
C -1.323809 -3.035117 -3.113041 0.0 -0.1 0.1 0.000
C -2.756148 -2.579180 -3.358509 -0.1 0.3 -0.2 0.000
S -2.630856 -0.782675 -3.659489 0.2 0.0 0.1 0.000
H 0.520506 -2.295021 -3.955072 0.0 0.0 -0.1 0.000
H -1.056816 -2.965378 -2.055233 0.0 0.0 0.0 0.000
H -1.168250 -4.061485 -3.443847 0.0 0.0 0.0 0.000
H -3.406104 -2.745760 -2.503648 0.0 -0.1 0.0 0.000
H -3.190232 -3.039383 -4.245278 0.0 -0.1 0.0 0.000



Record 2
108
Properties=species:S:1:pos:R:3:forces:R:3:mulliken_charge:R:1 method="wB97M-V/def2-TZVPD" total_charge=0 orbital_gap_ev=8.4 spin_multiplicity=1 e_homo_ev=-8.166 total_energy_ha=-12466.46132
C 0.665412 4.818934 3.735842 0.0 -0.4 0.3 -0.768
O -0.306034 3.809446 3.930047 -1.1 0.5 -0.1 -0.341
C 0.123681 2.640734 4.575023 0.7 -0.2 -0.3 -0.088
C -1.012317 1.769526 5.070178 0.5 0.0 -0.8 -0.908
N -1.784463 1.235115 3.934277 1.4 0.1 1.0 0.476
C -2.848602 0.310365 4.357172 0.6 0.8 -1.1 -0.628
C -2.369296 -0.704168 5.363038 -0.3 -1.1 0.5 -0.641
O -1.317253 -1.550123 4.917798 0.5 -0.4 0.2 -0.345
C -1.278850 -2.042558 3.599848 0.4 0.1 -0.9 -0.410
H 0.201885 5.803801 3.729653 -0.3 -0.1 0.0 0.276
H 1.186635 4.688648 2.786200 0.2 -0.1 0.0 0.250
H 1.351604 4.777691 4.585754 0.3 0.2 -0.2 0.365
H 0.795503 2.900783 5.404377 -0.1 0.0 0.2 0.473
H 0.712285 2.021429 3.882391 -0.4 0.6 0.2 -0.158
H -1.598217 2.312152 5.821047 -0.1 -0.1 0.1 0.392
H -0.464197 0.939500 5.520574 -0.3 0.0 0.4 0.571
H -2.038981 2.058108 3.407875 -0.7 -0.3 -0.3 -0.218
H -3.102815 -0.311090 3.493586 -0.3 0.4 -0.1 0.261
H -3.708988 0.924818 4.634556 -0.3 -0.6 0.6 0.502
H -3.211675 -1.353503 5.629716 -0.3 0.1 -0.1 0.380
H -1.973741 -0.370128 6.321634 -0.2 0.6 -0.1 0.281
H -0.731648 -2.982437 3.491998 0.2 0.0 0.9 0.313
H -0.705983 -1.326768 3.008363 -0.3 0.1 -0.5 -0.134
H -2.220547 -2.273852 3.096225 -0.3 0.4 0.4 0.370
C 4.774316 0.048557 -4.103335 -1.1 0.6 0.7 -0.580
O 5.653498 1.111157 -3.786124 0.1 -0.3 -0.1 -0.353
C 6.119626 1.201177 -2.449434 -0.9 -0.2 0.4 -0.446
C 5.031169 1.117813 -1.357841 -0.7 0.3 0.4 -0.327
N 5.615126 1.152822 -0.030881 0.8 -0.2 -0.6 -0.294
C 5.057333 0.375365 1.062636 0.6 1.4 -0.5 -0.998
C 4.245406 1.345656 1.965175 0.2 -2.2 0.0 0.874
O 4.838806 2.619330 2.086475 -0.7 -0.4 -0.1 -0.511
C 3.877469 3.650436 2.096282 0.3 0.8 -0.6 -0.614
H 5.181141 -0.801470 -4.648552 0.5 0.2 -0.1 0.312
H 3.953718 0.518284 -4.650796 0.1 -0.3 -0.5 0.203
H 4.267187 -0.334693 -3.211984 0.3 -0.2 -0.1 0.249
H 6.511232 2.213861 -2.399303 0.5 -0.1 0.1 0.248
H 6.860145 0.439591 -2.202085 0.3 0.1 -0.2 0.345
H 4.391569 0.233977 -1.404503 0.4 -0.2 -0.2 0.201
H 4.320751 1.945217 -1.492426 0.0 0.2 -0.2 0.210
H 5.801071 2.090049 0.286707 0.1 0.1 -0.1 0.340
H 5.887965 -0.073931 1.615838 -0.2 -0.1 0.1 0.241
H 4.434441 -0.403689 0.623418 -0.2 -0.1 0.4 0.314
H 4.250051 0.836575 2.933149 -0.4 0.4 0.3 0.189
H 3.243012 1.307911 1.530787 -0.1 0.8 0.2 -0.443
H 3.417561 3.813090 1.112586 0.1 -0.3 -0.1 0.287
H 4.449335 4.554220 2.307356 -0.3 0.1 0.3 0.389
H 3.037079 3.531585 2.786177 0.4 -0.3 0.4 0.084
C 0.385694 0.772130 -4.295637 0.1 -1.0 0.3 -0.767
O -0.764544 -0.062341 -4.166512 0.3 0.4 -0.3 -0.185
C -1.872193 0.514272 -4.852527 0.2 -1.8 -0.5 -0.800
C -2.975245 -0.544130 -4.854516 -0.4 0.9 -0.6 -0.697
N -2.620831 -1.798836 -5.490196 -0.2 0.4 -0.6 -0.317
C -3.572849 -2.853865 -5.152926 1.1 0.6 0.4 0.300
C -3.348255 -4.112975 -5.979968 -0.2 0.1 1.1 -0.967
O -2.128906 -4.711012 -5.550930 0.3 0.3 -1.4 -0.204
C -1.612507 -5.570420 -6.541860 0.4 -0.1 -0.6 -0.917
H 0.300242 1.573439 -3.561108 0.2 0.5 -0.5 0.285
H 0.547328 1.029426 -5.344524 -0.3 0.7 0.1 0.392
H 1.281775 0.200702 -4.042133 -0.2 -0.2 0.3 0.140
H -1.599645 0.629270 -5.908768 0.1 0.5 0.0 0.517
H -2.164919 1.461905 -4.398837 -0.2 0.0 0.0 0.334
H -3.773613 -0.177459 -5.511987 -0.2 0.5 0.4 0.390
H -3.407417 -0.585697 -3.845162 0.2 -0.6 0.2 0.355
H -1.641887 -2.029073 -5.526053 0.0 -0.3 0.6 0.268
H -4.560769 -2.415838 -5.311829 -0.1 -0.4 -0.1 0.369
H -3.422083 -2.991580 -4.071626 -0.6 -0.7 0.0 -0.374
H -3.374144 -3.792425 -7.025464 0.3 -0.4 -0.1 0.522
H -4.093575 -4.890931 -5.781952 -0.6 0.4 -0.3 0.379
H -2.221880 -6.432670 -6.841763 -0.5 0.1 0.6 0.332
H -0.662741 -5.961533 -6.185756 0.0 0.1 0.0 0.263
H -1.473459 -5.037120 -7.489307 0.3 0.2 0.1 0.342
O -2.531246 1.780628 0.124789 0.0 0.1 0.4 -0.512
C -3.038007 2.668340 0.738252 -1.0 -0.6 -0.9 0.667
O -4.306836 2.628491 1.227806 0.5 -0.6 0.3 -0.348
C -4.654146 3.875086 1.838847 0.5 -0.6 -0.3 -0.307
C -3.325269 4.638220 1.785380 -1.3 1.7 -0.6 -0.310
O -2.517294 3.877849 0.906915 0.9 0.5 0.8 -0.288
H -5.411936 4.297516 1.176661 -0.1 0.3 0.5 0.285
H -4.989348 3.668076 2.854466 -0.3 0.2 -0.2 0.248
H -2.899937 4.914613 2.747404 0.5 -0.8 0.1 0.206
H -3.527004 5.600320 1.302424 0.3 -0.1 -0.1 0.363
O 3.569606 -2.721874 3.110241 -0.4 0.0 0.4 -0.576
C 3.051227 -1.753821 3.579518 1.8 -0.8 -0.4 0.536
O 2.204749 -0.981180 2.914993 -1.1 0.6 0.0 -0.343
C 1.730548 0.075138 3.769215 1.0 -0.2 -0.4 1.021
C 2.700869 0.015476 4.940138 -0.5 0.0 0.8 -0.577
O 3.389964 -1.232648 4.784309 -0.5 0.5 -0.1 -0.371
H 1.897312 1.016660 3.250225 -0.3 -0.4 -0.3 -0.219
H 0.697542 -0.095372 4.052298 -0.1 0.0 -0.2 -0.422
H 2.161144 0.021309 5.888114 0.1 -0.2 0.1 0.424
H 3.373926 0.871121 4.949799 0.4 -0.3 -0.1 0.312
Br 1.440806 0.670906 -0.603895 -0.8 -0.1 0.2 -0.180
C -0.159195 -0.240198 0.139588 0.6 -0.5 1.2 -0.440
C -1.013346 -0.844799 -0.956817 0.8 0.1 0.4 -0.657
Br -2.430948 -1.865377 -0.083164 0.2 0.3 -0.2 -0.244
H -0.613160 0.335741 0.946943 -0.4 0.9 -0.9 0.171
H 0.275936 -1.003322 0.791825 0.2 -0.5 -0.7 0.441
H -0.362594 -1.529763 -1.497358 -0.3 -0.2 -0.1 0.654
H -1.435465 -0.159695 -1.682515 -0.2 0.2 0.3 0.266
Br -4.933057 -5.805704 -1.404525 -0.7 -0.3 0.0 -0.147
C -3.323276 -4.807359 -1.672372 0.3 -0.3 0.0 -0.299
C -2.544802 -5.214717 -2.901427 -0.6 -0.2 0.5 -0.051
Br -2.108063 -7.114756 -3.015824 0.2 0.3 0.2 -0.165
H -2.778764 -4.935428 -0.742544 0.2 0.2 -0.1 0.447
H -3.637615 -3.777256 -1.807716 0.1 0.1 0.1 0.022
H -1.625321 -4.633391 -2.893038 0.1 -0.2 -0.4 0.361
H -3.132978 -5.041384 -3.794108 0.3 0.0 0.4 -0.122



Record 3
12
Properties=species:S:1:pos:R:3:forces:R:3:mulliken_charge:R:1 method="wB97M-V/def2-TZVPD" de_lowest_kcal_mol=70.4 total_charge=0 orbital_gap_ev=10.4 spin_multiplicity=1 e_homo_ev=-9.712 total_energy_ha=-757.78873
C -1.719319 2.211568 0.538861 0.3 1.8 -2.3 0.838
C -1.573838 1.373702 1.492303 0.1 -1.2 1.6 -1.055
N 0.800408 -1.508561 0.376439 -0.1 4.1 -0.9 -0.531
O -1.712940 2.988214 -0.323627 -0.4 -0.2 0.3 -0.358
O 0.290337 -0.883021 -2.262083 -1.0 -0.1 0.1 -0.529
O 2.551570 -0.879285 -1.434168 -0.6 3.1 3.9 -0.500
S 0.996130 -0.430265 -1.085676 1.6 -2.2 0.7 0.715
H 2.775648 -1.460094 -2.100534 -0.2 -2.2 -2.6 0.321
H -0.875049 1.754385 2.247177 -0.4 -0.7 0.0 0.239
H -2.171143 0.463628 1.491864 0.3 0.3 0.4 0.340
H -0.056905 -1.175709 0.833864 0.4 0.0 -0.2 0.255
H 0.695101 -2.454562 0.225579 -0.1 -2.6 -0.9 0.264